C5H11NOS | the ωB97M-V functional and the def2-TZVPD basis

Values from the calculation:
**Charge**: -1
**Multiplicity**: 2
**HOMO energy (spin up / spin down)**: 0.88 / -5.13 eV
**<S²>**: 0.75
**Energy above the lowest of the compared OMol25 structures with the same formula, charge and spin**: 2.2 kcal per mole
**DFT total energy**: -19735.2359 eV

Structure (XYZ):
```
19
Properties=species:S:1:pos:R:3:forces:R:3:lowdin_spin:R:1
O -1.68389 -2.25704 -1.85087 0.067 -0.110 0.060 0.00
C -1.60938 -1.47206 -0.92760 -0.143 -0.181 -0.147 0.03
N -0.59612 -1.40113 -0.03168 -0.083 0.461 0.013 0.00
C -0.34671 -0.19008 0.75505 0.581 -0.445 0.543 0.01
C 0.76198 0.66752 0.14825 0.281 0.365 0.291 0.08
C 0.68176 0.97900 -1.33672 0.968 -0.733 -0.692 0.13
S 0.07836 2.60495 -1.75243 -0.600 0.281 -0.190 0.44
C 0.06126 -0.59810 2.17538 -0.293 -0.575 -0.175 0.02
H -2.42548 -0.76342 -0.71691 0.062 0.133 0.070 0.01
H 0.23298 -1.92896 -0.27000 -0.074 -0.090 -0.081 0.01
H -1.26569 0.38162 0.85234 -0.254 0.008 -0.425 0.01
H 0.76004 1.59744 0.71095 -0.080 0.278 -0.074 0.02
H 1.76241 0.27571 0.40140 -0.296 -0.470 -0.167 0.03
H 0.19706 0.20664 -1.92974 -0.898 0.067 0.302 0.01
H 1.66110 0.81029 -1.82333 0.278 0.689 0.485 0.06
H 1.27169 3.27298 -1.97127 0.166 -0.177 0.073 0.15
H 0.08919 0.25455 2.84917 0.356 0.115 -0.038 0.00
H -0.64848 -1.31291 2.60184 -0.111 0.084 -0.119 0.00
H 1.01793 -1.12700 2.11616 0.072 0.299 0.272 0.00
```
Positions in Å, forces in eV/Å.